(1)
Below is a molecular structure, C24H40As3AuN3O8S5Sb at a distorted geometry, with properties calculated with wB97M-V/def2-TZVPD.

CARTESIAN COORDINATES (ANGSTROEM)
Au -0.848 -0.125 2.623
S -5.256 2.503 2.208
Sb -2.895 2.246 3.458
S -2.408 -0.234 4.238
S -4.149 1.993 0.532
S -2.263 2.428 1.242
C 2.239 3.519 5.257
O 2.110 3.541 3.814
C 1.005 2.954 3.268
O 0.035 2.608 4.004
C 1.178 2.747 1.829
C 1.436 3.840 1.068
As 2.178 3.761 -0.755
C 0.819 5.046 -1.423
C 1.238 2.011 -1.203
C 1.572 0.952 -0.423
As 0.993 0.801 1.377
C 2.651 0.372 2.335
C 2.210 -0.336 -0.887
O 1.818 -1.387 -0.381
O 3.022 -0.205 -1.944
C 4.010 -1.315 -2.236
C 0.485 1.881 -2.480
O -0.422 1.078 -2.580
O 0.982 2.769 -3.401
C 1.837 2.481 -4.507
C 1.277 5.184 1.663
O 0.314 5.659 2.287
O 2.367 5.981 1.389
C 2.200 7.342 1.894
H 2.651 4.491 5.593
H 2.981 2.768 5.502
H 1.272 3.335 5.692
H 1.092 6.058 -1.066
H -0.162 4.784 -1.035
H 0.814 5.001 -2.519
H 3.469 1.064 2.127
H 3.036 -0.556 1.927
H 2.447 0.284 3.410
H 3.463 -2.206 -2.565
H 4.544 -1.497 -1.301
H 4.677 -0.929 -3.010
H 2.519 1.618 -4.307
H 2.386 3.395 -4.754
H 1.162 2.227 -5.342
H 2.474 8.103 1.155
H 2.796 7.470 2.796
H 1.119 7.480 2.072
C 1.336 -5.457 -3.850
C 1.313 -4.251 -4.785
C 0.179 -3.251 -4.377
N -0.350 -3.299 -3.208
N -1.331 -2.385 -2.936
C -1.441 -1.521 -3.962
N -2.193 -0.414 -3.881
S -0.353 -1.847 -5.257
H 2.278 -5.991 -4.060
H 0.487 -6.073 -4.070
H 1.386 -5.068 -2.777
H 1.066 -4.514 -5.777
H 2.250 -3.709 -4.799
H -2.089 0.126 -2.979
H -2.218 0.171 -4.706
C -2.227 -3.736 4.337
C -3.057 -3.426 3.126
As -2.339 -2.114 1.845
C -1.161 -3.350 0.752
C -1.646 -4.729 0.240
C -3.931 -1.914 0.652
C -4.901 -3.097 0.498
H -2.688 -4.581 4.916
H -2.108 -2.833 4.936
H -1.210 -4.106 4.094
H -4.013 -2.987 3.418
H -3.265 -4.317 2.519
H -0.294 -3.480 1.391
H -0.905 -2.771 -0.170
H -1.392 -5.557 0.884
H -1.201 -4.873 -0.734
H -2.735 -4.678 0.200
H -3.564 -1.714 -0.372
H -4.496 -1.049 1.109
H -4.506 -3.955 -0.038
H -5.754 -2.865 -0.218
H -5.401 -3.368 1.397

F_max	3.65	eV Å⁻¹
frontier orbital gap (spin up / spin down)	5.0792 / 5.1074	eV
multiplicity	3
energy above the lowest of the compared OMol25 structures with the same formula, charge and spin	17.5	kcal/mol


(2)
Below is 3 unconnected molecules or ions with the total composition C38H79N2O7S2 at a distorted geometry, with properties calculated with wB97M-V/def2-TZVPD.

CARTESIAN COORDINATES (ANGSTROEM)
C 3.425 -3.260 -0.025
C 4.857 -2.598 -0.303
C 5.302 -1.756 1.013
C 4.608 -0.290 0.994
C 4.876 0.460 2.416
C 6.180 1.381 2.337
C 5.931 2.868 1.790
C 4.707 3.026 0.771
C 4.405 4.628 0.668
C 2.867 4.807 0.179
C 2.721 4.778 -1.419
C 2.712 6.247 -2.085
C 1.389 7.097 -1.700
C 0.059 6.483 -2.404
C -0.807 5.636 -1.322
C -1.924 6.570 -0.609
C -1.478 7.148 0.814
C -1.623 5.941 1.888
C -3.116 6.041 2.542
C -3.831 4.602 2.377
S -5.677 4.713 2.609
C -6.430 2.999 2.503
C -7.733 3.021 1.559
C -8.842 2.072 2.226
C -9.363 0.890 1.264
S -8.016 0.058 0.303
C -8.719 -0.116 -1.392
N -9.762 0.732 -1.846
N -10.132 0.447 -3.125
C -9.240 -0.625 -3.458
O -8.374 -1.027 -2.429
H 3.368 -3.905 0.911
H 3.087 -3.874 -0.931
H 2.671 -2.409 0.111
H 5.650 -3.363 -0.616
H 4.706 -1.852 -1.170
H 4.940 -2.245 1.984
H 6.446 -1.679 1.053
H 3.485 -0.348 0.756
H 5.121 0.354 0.188
H 3.926 1.023 2.730
H 4.994 -0.391 3.179
H 6.558 1.496 3.422
H 6.992 0.797 1.790
H 6.880 3.173 1.207
H 5.870 3.592 2.680
H 3.728 2.565 1.126
H 5.034 2.697 -0.268
H 5.086 5.157 -0.074
H 4.495 5.036 1.730
H 2.399 5.778 0.578
H 2.199 3.962 0.596
H 1.714 4.292 -1.700
H 3.555 4.173 -1.934
H 3.679 6.787 -1.803
H 2.696 6.131 -3.218
H 1.179 7.085 -0.577
H 1.549 8.201 -1.984
H -0.533 7.364 -2.837
H 0.388 5.729 -3.200
H -1.388 4.808 -1.857
H -0.159 5.182 -0.504
H -2.128 7.427 -1.336
H -2.905 5.977 -0.515
H -2.161 8.016 1.089
H -0.397 7.521 0.837
H -1.522 4.921 1.389
H -0.871 6.086 2.747
H -3.037 6.379 3.629
H -3.751 6.820 2.001
H -3.406 3.927 3.203
H -3.635 4.206 1.329
H -6.196 5.411 1.507
H -5.624 2.258 2.156
H -6.718 2.729 3.581
H -8.154 4.095 1.603
H -7.520 2.813 0.462
H -9.729 2.732 2.536
H -8.484 1.568 3.189
H -10.201 1.331 0.626
H -9.844 0.092 1.927
H -9.278 -1.074 -4.496
C 0.261 -3.012 1.096
O -1.078 -2.667 1.399
C -1.177 -1.417 2.070
C -2.534 -0.775 1.804
O -2.631 -0.164 0.515
C -2.715 -1.057 -0.600
C -4.061 -1.766 -0.710
O -4.138 -2.838 0.225
C -5.470 -3.111 0.616
H 0.840 -3.151 2.016
H 0.253 -3.949 0.537
H 0.723 -2.244 0.469
H -0.383 -0.737 1.742
H -1.066 -1.609 3.143
H -2.663 0.043 2.520
H -3.355 -1.474 1.971
H -1.882 -1.759 -0.607
H -2.600 -0.424 -1.485
H -4.170 -2.195 -1.712
H -4.867 -1.042 -0.537
H -5.924 -2.225 1.070
H -5.452 -3.907 1.361
H -6.060 -3.438 -0.246
C 2.610 -6.908 -0.582
O 3.296 -7.423 -1.705
C 4.304 -6.535 -2.177
C 5.408 -7.309 -2.888
O 6.312 -7.962 -1.994
C 5.804 -9.108 -1.310
C 5.636 -10.328 -2.209
O 4.455 -10.208 -2.997
C 4.550 -10.913 -4.220
H 2.066 -5.995 -0.849
H 1.895 -7.661 -0.244
H 3.308 -6.708 0.237
H 4.737 -5.964 -1.348
H 3.830 -5.841 -2.882
H 6.020 -6.588 -3.440
H 5.006 -8.009 -3.622
H 4.888 -8.871 -0.768
H 6.560 -9.352 -0.557
H 5.531 -11.228 -1.593
H 6.520 -10.431 -2.849
H 5.393 -10.544 -4.812
H 3.633 -10.739 -4.785
H 4.660 -11.985 -4.034

F_max	7.04	eV Å⁻¹
frontier orbital gap	7.0437	eV
total charge	+1
energy above the lowest of the compared OMol25 structures with the same formula, charge and spin	103.2	kcal/mol


(3)
Below is a molecular structure, C6H12S4Si at a distorted geometry, with properties calculated with wB97M-V/def2-TZVPD.

CARTESIAN COORDINATES (ANGSTROEM)
C 1.776 -0.013 -0.310
C -1.390 -0.322 -0.182
C -0.170 2.473 -0.193
C -0.056 0.677 2.344
C 0.371 0.044 -2.822
C -0.338 -2.747 1.036
Si -0.012 0.690 0.461
S 3.010 -0.490 0.663
S -2.660 0.365 -0.967
S 2.081 0.023 -2.057
S -1.580 -2.107 -0.100
H 0.293 3.120 0.553
H 0.347 2.540 -1.130
H -1.233 2.468 -0.292
H -0.404 -0.384 2.497
H 0.806 0.873 2.975
H -0.850 1.321 2.571
H 0.531 0.129 -3.875
H -0.156 0.916 -2.543
H -0.156 -0.939 -2.483
H -0.646 -3.763 1.276
H -0.198 -2.106 1.966
H 0.634 -2.768 0.611

F_max	3.69	eV Å⁻¹
frontier orbital gap	7.2286	eV
energy above the lowest of the compared OMol25 structures with the same formula, charge and spin	0.0	kcal/mol


(4)
Below is 2 unconnected molecules or ions with the total composition C18H16F3NO2 at a distorted geometry, with properties calculated with wB97M-V/def2-TZVPD.

CARTESIAN COORDINATES (ANGSTROEM)
F -1.193 1.427 -4.700
C -1.609 1.228 -3.403
C -2.976 1.210 -3.141
C -3.330 1.138 -1.795
F -4.671 1.150 -1.470
C -2.396 1.023 -0.773
C -1.043 0.821 -1.098
C -0.096 0.415 0.019
C 1.390 0.601 -0.263
C 2.149 1.327 0.654
C 3.490 1.608 0.397
C 4.101 1.157 -0.780
C 3.325 0.396 -1.650
F 3.883 -0.012 -2.840
C 1.992 0.048 -1.394
C -0.634 1.056 -2.415
H -3.720 1.288 -3.932
H -2.732 1.081 0.265
H -0.365 1.024 0.897
H 1.671 1.682 1.572
H 4.061 2.201 1.111
H 5.136 1.409 -1.023
H 1.450 -0.577 -2.107
H 0.416 1.127 -2.691
O -0.738 0.021 4.555
C 0.316 0.461 4.281
C 0.600 -1.526 1.295
C -0.014 -2.559 2.088
C -1.529 -2.424 1.849
C -1.712 -1.324 0.815
N -0.311 -0.914 0.394
O 1.367 0.901 3.997
H 1.647 -1.344 1.137
H 0.331 -3.573 1.845
H 0.235 -2.409 3.147
H -1.999 -3.347 1.491
H -2.042 -2.148 2.780
H -2.287 -1.616 -0.077
H -2.186 -0.459 1.282
H 0.024 -1.566 -0.320

F_max	4.56	eV Å⁻¹
frontier orbital gap	5.7154	eV
energy above the lowest of the compared OMol25 structures with the same formula, charge and spin	122.0	kcal/mol


(5)
Below is 9 unconnected molecules or ions with the total composition C57H117N7O7S2 at a distorted geometry, with properties calculated with wB97M-V/def2-TZVPD.

CARTESIAN COORDINATES (ANGSTROEM)
C -0.247 -3.148 3.223
C -1.548 -3.697 2.888
C -2.741 -2.699 3.146
C -4.043 -3.112 2.414
C -3.895 -3.369 0.936
C -2.755 -4.402 0.628
N -1.487 -4.001 1.391
O -0.512 -5.047 1.119
C -3.243 -5.863 0.932
C -2.473 -4.245 -0.868
C -1.719 -4.979 3.730
H -0.109 -2.744 4.229
H -0.066 -2.286 2.577
H 0.524 -3.885 3.029
H -2.878 -2.669 4.228
H -2.395 -1.697 2.833
H -4.843 -2.406 2.613
H -4.371 -4.069 2.860
H -3.684 -2.428 0.398
H -4.863 -3.740 0.602
H -3.877 -5.989 1.794
H -3.877 -6.309 0.145
H -2.325 -6.451 0.971
H -2.118 -3.240 -1.062
H -1.663 -4.883 -1.166
H -3.412 -4.582 -1.327
H -2.746 -5.278 3.826
H -1.310 -4.714 4.752
H -1.119 -5.826 3.367
H 0.058 -4.711 0.427
C 0.231 1.231 7.618
C -0.157 0.264 6.437
C -0.768 1.019 5.228
C 0.259 1.772 4.520
C 1.397 0.843 4.069
C 2.058 0.064 5.213
N 1.026 -0.621 6.070
O 1.685 -1.112 7.292
C 2.883 -1.062 4.649
C 2.977 1.051 6.003
C -1.234 -0.711 6.923
H 0.459 2.280 7.401
H 1.099 0.747 8.037
H -0.497 1.137 8.450
H -1.269 0.255 4.639
H -1.462 1.761 5.630
H 0.688 2.559 5.146
H -0.127 2.275 3.623
H 2.159 1.474 3.588
H 0.966 0.170 3.309
H 3.743 -0.673 4.079
H 3.191 -1.756 5.430
H 2.188 -1.559 3.948
H 3.185 0.539 6.944
H 3.893 1.100 5.446
H 2.587 2.102 6.179
H -0.813 -1.258 7.738
H -1.550 -1.439 6.141
H -2.052 -0.149 7.361
H 1.389 -2.030 7.241
C -1.402 -3.197 -7.252
C -1.982 -3.063 -5.772
C -1.172 -3.990 -4.819
C 0.108 -3.294 -4.229
C -0.225 -1.957 -3.599
C -0.939 -0.982 -4.610
N -2.028 -1.665 -5.290
O -2.816 -0.817 -6.085
C -1.503 0.268 -3.896
C 0.122 -0.483 -5.651
C -3.433 -3.541 -5.797
H -1.835 -2.500 -7.973
H -1.622 -4.185 -7.667
H -0.293 -3.135 -7.320
H -1.868 -4.324 -4.027
H -0.766 -4.868 -5.399
H 0.897 -3.263 -4.984
H 0.544 -3.985 -3.487
H 0.739 -1.556 -3.198
H -0.957 -1.944 -2.806
H -2.398 -0.073 -3.403
H -0.743 0.793 -3.255
H -1.740 1.100 -4.561
H 0.599 -1.378 -6.112
H -0.370 0.097 -6.403
H 0.895 0.188 -5.254
H -3.467 -4.550 -6.198
H -4.127 -2.866 -6.287
H -3.771 -3.607 -4.757
H -2.452 -0.669 -6.971
C -3.275 1.880 1.847
C -4.562 1.780 0.897
C -5.609 2.847 1.334
C -5.270 4.242 0.825
C -5.096 4.257 -0.753
C -3.956 3.303 -1.131
N -4.141 1.975 -0.542
O -2.965 1.125 -0.762
C -4.007 3.173 -2.694
C -2.548 3.950 -0.740
C -5.221 0.400 1.128
H -3.096 2.920 2.216
H -2.368 1.598 1.291
H -3.399 1.235 2.717
H -6.551 2.529 0.900
H -5.740 2.790 2.424
H -4.367 4.613 1.338
H -6.095 4.902 1.142
H -4.893 5.261 -1.133
H -5.989 3.875 -1.283
H -3.249 2.477 -2.962
H -4.969 2.745 -2.978
H -3.858 4.162 -3.130
H -2.371 4.808 -1.380
H -2.571 4.257 0.305
H -1.878 3.119 -0.921
H -6.168 0.341 0.617
H -5.579 0.396 2.125
H -4.498 -0.352 0.811
H -3.358 0.443 -1.306
C 3.956 4.011 -3.382
C 2.903 2.929 -3.754
C 2.661 2.923 -5.321
C 3.773 2.355 -6.100
C 4.022 0.949 -5.687
C 4.280 0.719 -4.193
N 3.249 1.510 -3.368
O 3.510 1.500 -1.951
C 4.230 -0.790 -3.941
C 5.671 1.217 -3.771
C 1.567 3.326 -3.028
H 4.878 3.973 -3.958
H 4.153 3.883 -2.305
H 3.534 5.017 -3.487
H 1.711 2.369 -5.331
H 2.479 3.963 -5.600
H 4.700 2.909 -5.977
H 3.589 2.391 -7.190
H 4.925 0.514 -6.107
H 3.201 0.270 -5.906
H 4.504 -0.994 -2.896
H 3.155 -1.088 -3.993
H 4.857 -1.350 -4.630
H 5.903 2.246 -4.097
H 5.603 1.202 -2.693
H 6.460 0.492 -4.044
H 0.748 2.625 -3.212
H 1.235 4.320 -3.323
H 1.864 3.228 -1.978
H 3.010 0.742 -1.625
N 0.716 6.287 3.793
C 0.067 5.759 2.727
C 0.801 4.704 2.304
C 1.840 4.422 3.244
C 1.734 5.424 4.176
H 0.478 7.117 4.328
H -0.794 6.250 2.283
H 0.374 4.100 1.504
H 2.486 3.566 3.291
H 2.180 5.553 5.137
N 4.556 0.880 1.109
C 5.015 0.320 2.245
C 5.381 1.357 3.034
C 5.098 2.575 2.399
C 4.528 2.215 1.219
H 4.102 0.291 0.432
H 5.108 -0.732 2.370
H 5.878 1.225 3.974
H 5.318 3.552 2.794
H 4.122 2.819 0.421
C 3.168 -3.280 1.168
S 2.795 -4.219 -0.318
O 1.431 -3.848 -0.858
C 3.910 -3.389 -1.432
H 3.051 -2.236 1.044
H 4.168 -3.508 1.581
H 2.380 -3.488 1.855
H 4.940 -3.510 -1.054
H 3.535 -2.379 -1.434
H 3.709 -3.942 -2.357
C -0.298 -0.669 -0.349
S 1.228 -0.246 0.478
O 2.361 -0.489 -0.509
C 0.900 1.507 0.434
H -0.335 -1.754 -0.431
H -0.301 -0.303 -1.400
H -1.194 -0.287 0.172
H 0.091 1.711 1.152
H 0.615 1.829 -0.611
H 1.790 2.045 0.815

F_max	3.13	eV Å⁻¹
frontier orbital gap	8.6006	eV
energy above the lowest of the compared OMol25 structures with the same formula, charge and spin	0.0	kcal/mol